A:
Entry from the OMol25 dataset: the molecule C27H29N3O5 (ωB97M-V with the def2-TZVPD basis set).

The geometry in ORCA input format:
```
! wB97M-V def2-TZVPD RIJCOSX def2/J DEFGRID3
* xyz 0 1
C -3.271 -2.340 0.813
O -2.952 -1.117 0.873
C -2.309 -0.406 -0.132
C -2.051 -0.985 -1.168
C -1.153 -0.348 -2.271
C -0.716 1.022 -2.133
N -0.316 1.348 -3.272
C 0.246 2.773 -3.338
C 1.191 2.908 -4.752
O -0.084 3.622 -2.601
C -1.414 1.674 -1.143
C -2.066 1.056 -0.140
C -2.329 1.713 1.246
N -1.155 1.489 1.888
C -0.473 2.578 2.429
O -0.812 3.746 2.784
C 0.993 1.879 2.941
O 1.589 1.272 2.082
C 1.978 2.003 0.826
C 1.992 3.227 0.745
C 2.648 4.013 -0.342
C 2.736 3.416 -1.492
C 2.762 2.027 -1.633
C 2.150 1.223 -0.528
C 1.951 -0.157 -0.787
O 1.668 -0.581 -2.059
N 1.254 -0.969 0.309
C 0.790 -2.135 0.484
C 0.718 -3.047 -0.995
C 0.350 -4.172 -0.822
C -0.226 -4.786 0.392
C -0.288 -4.059 1.410
C -0.978 -4.605 2.753
C 0.210 -2.672 1.515
C 0.399 -2.019 2.787
H -2.552 -3.108 0.724
H -4.116 -2.416 -0.043
H -3.715 -2.369 1.705
H -2.030 -2.181 -1.393
H -1.009 -0.986 -3.127
H 0.440 0.655 -3.842
H 1.226 4.138 -4.728
H 0.487 2.826 -5.611
H 1.905 2.343 -4.752
H -1.124 2.656 -1.053
H -3.140 1.413 1.539
H -2.458 2.772 0.989
H -0.933 0.540 1.994
H 1.482 2.783 3.391
H 0.975 1.228 3.806
H 1.866 3.835 1.896
H 2.673 5.060 -0.108
H 3.131 3.765 -2.218
H 2.719 1.521 -2.527
H 1.294 -0.311 1.300
H 1.197 -2.443 -1.761
H 0.462 -4.773 -1.839
H -0.588 -5.822 0.462
H -1.057 -5.621 2.551
H -1.495 -3.948 3.195
H 0.110 -4.804 3.335
H 1.212 -1.210 2.948
H -0.526 -1.357 3.017
H 0.529 -2.778 3.480
*
```

Properties
E_LUMO: -1.4 eV
E_HOMO: -7.3 eV
gap between HOMO and LUMO: 5.845 eV

=====

B:
Entry from the OMol25 dataset: the molecule C27H29N3O5 (ωB97M-V with the def2-TZVPD basis set).

The geometry in ORCA input format:
```
! wB97M-V def2-TZVPD RIJCOSX def2/J DEFGRID3
* xyz 0 1
O -2.707 -1.920 1.582
C -3.036 -0.750 1.666
N -2.306 0.191 2.313
C -0.920 -0.048 2.624
C -0.083 0.976 1.853
O -0.591 2.029 1.510
N 1.203 0.683 1.565
C 1.908 -0.497 2.023
C 2.067 -1.552 0.951
C 0.990 -1.957 0.171
C 1.162 -2.915 -0.813
C 2.406 -3.484 -1.026
C 3.479 -3.096 -0.242
C 3.310 -2.135 0.738
C 1.937 1.736 0.847
C 1.170 2.195 -0.410
O 1.212 3.340 -0.792
N 0.567 1.191 -1.088
C -0.482 1.446 -2.045
C -1.847 1.184 -1.378
C -3.005 1.188 -2.392
C -3.453 -0.280 -2.468
C -2.360 -1.026 -1.694
O -1.846 -0.096 -0.765
C 3.343 1.341 0.472
C 3.613 0.588 -0.664
C 4.916 0.248 -0.985
C 5.964 0.654 -0.177
C 5.705 1.411 0.952
C 4.403 1.754 1.272
C -4.312 -0.249 1.130
C -5.341 -0.932 0.535
C -6.296 0.039 0.165
C -5.780 1.238 0.559
O -4.587 1.075 1.143
H -2.533 1.166 2.155
H -0.745 0.093 3.699
H -0.707 -1.083 2.351
H 1.375 -0.919 2.878
H 2.899 -0.191 2.373
H 0.003 -1.545 0.329
H 0.315 -3.222 -1.408
H 2.537 -4.230 -1.795
H 4.452 -3.538 -0.396
H 4.153 -1.830 1.342
H 1.979 2.622 1.496
H 0.470 0.299 -0.618
H -0.405 2.486 -2.362
H -0.347 0.784 -2.906
H -1.976 1.911 -0.570
H -3.817 1.830 -2.054
H -2.659 1.555 -3.357
H -3.533 -0.638 -3.492
H -4.415 -0.414 -1.976
H -2.728 -1.878 -1.123
H -1.564 -1.363 -2.375
H 2.808 0.271 -1.307
H 5.110 -0.336 -1.872
H 6.980 0.387 -0.430
H 6.517 1.738 1.584
H 4.208 2.353 2.150
H -5.393 -1.991 0.391
H -7.234 -0.128 -0.325
H -6.157 2.239 0.483
*
```

Properties
E_LUMO: 0.7 eV
E_HOMO: -9.0 eV
gap between HOMO and LUMO: 9.748 eV

=====

C:
Entry from the OMol25 dataset: the molecule C27H29N3O5 (ωB97M-V with the def2-TZVPD basis set).

The geometry in ORCA input format:
```
! wB97M-V def2-TZVPD RIJCOSX def2/J DEFGRID3
* xyz 0 1
C 6.529 0.714 -5.099
C 5.977 -0.666 -4.796
O 4.937 -0.532 -3.828
C 4.319 -1.661 -3.465
O 4.601 -2.746 -3.915
C 3.254 -1.429 -2.458
C 2.942 -0.156 -1.991
C 1.937 0.015 -1.060
C 1.232 -1.089 -0.589
N 0.221 -0.916 0.381
C -1.035 -1.424 0.257
O -1.841 -1.407 1.180
C -1.433 -1.958 -1.051
C -2.474 -2.812 -1.323
C -2.502 -2.964 -2.724
C -1.492 -2.183 -3.203
O -0.843 -1.573 -2.207
C 0.577 -0.160 1.584
C -0.098 1.231 1.521
O 0.543 2.214 1.201
N -1.400 1.226 1.818
C -2.251 2.392 1.701
C -3.179 2.250 0.492
C -4.101 3.460 0.382
C -4.916 3.631 1.660
C -3.990 3.778 2.863
C -3.069 2.567 2.980
C 0.307 -0.937 2.852
C 0.459 -2.318 2.888
C 0.236 -2.982 4.082
N -0.099 -2.373 5.206
C -0.220 -1.058 5.178
C -0.027 -0.293 4.038
C 1.557 -2.368 -1.038
C 2.556 -2.533 -1.973
H 6.925 1.166 -4.194
H 5.743 1.354 -5.492
H 7.324 0.636 -5.835
H 6.753 -1.327 -4.391
H 5.566 -1.140 -5.694
H 3.485 0.697 -2.366
H 1.689 1.002 -0.699
H -3.117 -3.266 -0.598
H -3.179 -3.565 -3.294
H -1.152 -1.984 -4.201
H 1.658 0.022 1.530
H -1.856 0.331 1.970
H -1.587 3.251 1.558
H -2.580 2.148 -0.415
H -3.773 1.340 0.608
H -4.769 3.337 -0.473
H -3.501 4.356 0.212
H -5.559 4.509 1.576
H -5.557 2.758 1.801
H -4.577 3.883 3.777
H -3.386 4.681 2.747
H -2.397 2.687 3.832
H -3.665 1.665 3.145
H 0.741 -2.870 2.004
H 0.335 -4.058 4.145
H -0.486 -0.593 6.118
H -0.131 0.780 4.076
H 1.018 -3.223 -0.656
H 2.821 -3.514 -2.336
*
```

Properties
E_LUMO: 0.1 eV
E_HOMO: -9.0 eV
gap between HOMO and LUMO: 9.104 eV

=====

In terms of stability, C leads; the second structure lies 1.6 kcal/mol higher.

=====

A:
Entry from the OMol25 dataset: a structure of composition C2H3N3O2 (ωB97M-V with the def2-TZVPD basis set).

The geometry in ORCA input format:
```
! wB97M-V def2-TZVPD RIJCOSX def2/J DEFGRID3
* xyz 0 1
C 1.140 -0.090 0.042
C -0.908 -0.034 -0.008
H 2.540 -1.354 -0.218
H -1.063 2.123 0.463
H -2.440 -1.332 -0.299
N 0.944 1.091 -0.126
N -0.428 1.194 -0.055
N 0.108 -0.985 -0.065
O 2.378 -0.291 0.150
O -2.270 -0.321 0.115
*
```

Properties
E_LUMO: 0.4 eV
E_HOMO: -9.2 eV
gap between HOMO and LUMO: 9.653 eV

=====

B:
Entry from the OMol25 dataset: the molecule C2H3N3O2 (ωB97M-V with the def2-TZVPD basis set).

The geometry in ORCA input format:
```
! wB97M-V def2-TZVPD RIJCOSX def2/J DEFGRID3
* xyz 0 1
O -2.659 -0.879 -0.023
C -1.458 -0.601 0.075
N -0.277 -1.340 -0.078
C 0.755 -0.723 -0.073
O 2.047 -0.877 0.115
N 0.458 0.641 -0.204
N -0.976 0.698 0.128
H 2.622 -0.099 -0.162
H 0.913 1.355 0.344
H -1.426 1.826 -0.122
*
```

Properties
E_LUMO: 0.1 eV
E_HOMO: -9.4 eV
gap between HOMO and LUMO: 9.417 eV

=====

C:
Entry from the OMol25 dataset: the molecule C2H3N3O2 (ωB97M-V with the def2-TZVPD basis set).

The geometry in ORCA input format:
```
! wB97M-V def2-TZVPD RIJCOSX def2/J DEFGRID3
* xyz 0 1
N -1.456 -0.901 -0.575
N -0.305 -0.072 -0.408
N -0.543 1.234 -0.152
C 0.490 1.646 0.432
O 1.430 0.643 0.710
C 0.942 -0.508 0.196
O 1.551 -1.578 0.025
H -1.571 -1.454 0.387
H -1.276 -1.651 -1.327
H 0.738 2.641 0.712
*
```

Properties
E_LUMO: 0.6 eV
E_HOMO: -9.7 eV
gap between HOMO and LUMO: 10.375 eV

=====

D:
Entry from the OMol25 dataset: a structure of composition C2H3N3O2 (ωB97M-V with the def2-TZVPD basis set).

The geometry in ORCA input format:
```
! wB97M-V def2-TZVPD RIJCOSX def2/J DEFGRID3
* xyz 0 1
C 3.956 0.147 0.231
C 0.817 -0.580 -0.290
N 4.749 0.034 1.023
N -0.227 -0.688 0.642
N 1.538 0.515 0.023
O 1.015 -1.356 -1.165
O 3.137 0.355 -0.691
H -0.547 0.178 1.062
H -0.737 -1.503 0.613
H 1.312 1.458 -0.095
*
```

Properties
E_LUMO (spin up / spin down): -1.9 / -1.9 eV
E_HOMO (spin up / spin down): -10.9 / -10.9 eV
gap between HOMO and LUMO (spin up / spin down): 9.000 / 8.999 eV

=====

In terms of stability, C leads; the second structure lies 15.7 kcal/mol higher.

=====

A:
Entry from the OMol25 dataset: the molecule C2H3N3O2 (ωB97M-V with the def2-TZVPD basis set).

The geometry in ORCA input format:
```
! wB97M-V def2-TZVPD RIJCOSX def2/J DEFGRID3
* xyz 0 1
H 0.422 -1.709 -1.941
N 0.842 -1.061 -1.304
C 0.173 -0.491 -0.363
N 0.992 -0.336 0.706
O 0.528 0.815 1.434
C -0.752 1.056 0.990
O -1.492 1.879 1.442
N -0.993 0.180 -0.083
H 1.840 -0.560 0.027
H -1.738 0.365 -0.737
*
```

Properties
E_LUMO: 0.6 eV
E_HOMO: -9.9 eV
gap between HOMO and LUMO: 10.424 eV

=====

B:
Entry from the OMol25 dataset: a cluster of 2 separate species, C2H3N3O2 in total (ωB97M-V with the def2-TZVPD basis set).

The geometry in ORCA input format:
```
! wB97M-V def2-TZVPD RIJCOSX def2/J DEFGRID3
* xyz 0 1
C 0.453 1.673 -0.413
C -1.189 -0.027 -0.169
N 1.049 2.531 -0.867
N -0.118 0.772 0.254
N 1.354 -1.218 0.544
O 2.490 -1.007 0.871
O 0.535 -2.058 0.484
H -2.155 0.658 -0.119
H -1.093 -0.564 -1.165
H -1.325 -0.761 0.581
*
```

Properties
E_LUMO (spin up / spin down): -1.3 / -2.2 eV
E_HOMO (spin up / spin down): -10.5 / -9.9 eV
gap between HOMO and LUMO (spin up / spin down): 9.192 / 7.647 eV

=====

C:
Entry from the OMol25 dataset: the molecule C2H3N3O2 (ωB97M-V with the def2-TZVPD basis set).

The geometry in ORCA input format:
```
! wB97M-V def2-TZVPD RIJCOSX def2/J DEFGRID3
* xyz 0 1
O -0.824 2.176 0.233
C -0.514 1.047 0.082
N -0.163 0.535 -1.113
N 0.375 -0.754 -1.223
C 0.519 -1.374 -0.235
O 0.469 -1.126 1.176
N -0.318 0.184 1.367
H -0.569 0.866 -1.906
H 0.900 -2.397 -0.587
H 0.126 0.842 2.206
*
```

Properties
E_LUMO: 0.6 eV
E_HOMO: -9.7 eV
gap between HOMO and LUMO: 10.306 eV

=====

In terms of stability, A leads; the second structure lies 40.9 kcal/mol higher.

=====

A:
Entry from the OMol25 dataset: a cluster of 2 separate species, C5H14OS in total (ωB97M-V with the def2-TZVPD basis set).

The geometry in ORCA input format:
```
! wB97M-V def2-TZVPD RIJCOSX def2/J DEFGRID3
* xyz 0 1
C -0.040 -1.757 -0.478
C -0.624 -0.982 0.678
C -1.266 0.318 0.345
C -0.122 1.358 -0.089
S 1.106 1.470 1.195
C -0.043 2.096 2.567
H -0.810 -1.843 -1.296
H 0.784 -1.095 -1.012
H 0.170 -2.830 -0.288
H 0.177 -0.792 1.436
H -1.398 -1.568 1.234
H -1.789 0.602 1.387
H -2.052 0.208 -0.475
H 0.305 1.028 -1.029
H -0.613 2.252 -0.387
H -0.728 2.874 2.222
H 0.647 2.451 3.395
H -0.666 1.269 3.063
O 1.960 -1.424 -4.332
H 2.064 -2.004 -3.540
H 2.936 -1.632 -4.596
*
```

Properties
E_LUMO: 0.7 eV
E_HOMO: -8.5 eV
gap between HOMO and LUMO: 9.211 eV

=====

B:
Entry from the OMol25 dataset: a cluster of 2 separate species, C5H14OS in total (ωB97M-V with the def2-TZVPD basis set).

The geometry in ORCA input format:
```
! wB97M-V def2-TZVPD RIJCOSX def2/J DEFGRID3
* xyz 0 1
C 0.957 2.413 0.833
C 0.219 1.377 1.673
C 0.690 -0.047 1.431
C 0.411 -0.585 0.023
S -1.361 -0.584 -0.408
C -1.995 -1.686 0.848
H 1.997 2.489 1.125
H 0.958 2.155 -0.233
H 0.474 3.378 0.928
H -0.857 1.427 1.499
H 0.348 1.664 2.719
H 0.257 -0.721 2.160
H 1.754 -0.133 1.605
H 0.938 0.033 -0.698
H 0.727 -1.611 -0.117
H -2.279 -1.209 1.778
H -1.297 -2.510 1.028
H -2.857 -2.199 0.445
O 0.175 -0.962 -5.278
H -0.250 -1.202 -6.106
H 0.990 -1.484 -5.255
*
```

Properties
E_LUMO: 0.8 eV
E_HOMO: -8.3 eV
gap between HOMO and LUMO: 9.154 eV

=====

In terms of stability, B leads; the second structure lies 28.7 kcal/mol higher.